No. 1
{
  "formula": "C12H12Cl36",
  "method": "ωB97M-V/def2-TZVPD",
  "elements": ["Cl", "Cl", "Cl", "Cl", "Cl", "Cl", "Cl", "Cl", "Cl", "Cl", "Cl", "Cl", "Cl", "Cl", "Cl", "Cl", "Cl", "Cl", "Cl", "Cl", "Cl", "Cl", "Cl", "Cl", "Cl", "Cl", "Cl", "Cl", "Cl", "Cl", "Cl", "Cl", "Cl", "Cl", "Cl", "Cl", "C", "C", "C", "C", "C", "C", "C", "C", "C", "C", "C", "C", "H", "H", "H", "H", "H", "H", "H", "H", "H", "H", "H", "H"],
  "positions_angstrom": [[2.841, 1.290, -4.587], [0.525, -3.385, 1.219], [-1.843, -0.238, -3.863], [-1.686, 4.501, -0.927], [4.598, 3.670, 0.958], [2.090, -4.970, 3.085], [-1.714, -4.656, 4.501], [-4.269, 3.950, 0.272], [-3.082, 1.259, -6.117], [-3.800, 0.162, 1.331], [5.069, -2.681, -1.342], [-4.332, 1.392, -3.493], [1.148, 3.950, 4.074], [0.908, 2.154, 0.894], [7.046, 2.121, 0.357], [7.730, -1.503, -1.053], [-3.127, 1.096, 4.057], [0.334, 1.127, 4.461], [0.428, 2.316, -5.845], [1.980, 0.515, -1.297], [-5.095, -1.115, 3.580], [-1.932, 4.737, 1.941], [-0.828, 3.411, 6.116], [1.580, 3.526, -3.392], [-4.922, -2.879, -4.144], [-4.523, -2.782, -1.300], [4.562, 0.840, 1.268], [0.020, -2.499, -2.029], [5.806, -0.328, -2.914], [-1.715, -2.520, 6.528], [2.216, -4.311, -2.911], [-6.752, -1.203, -2.674], [-0.905, 0.865, -0.958], [-1.507, -1.853, 3.763], [2.551, -2.199, 2.966], [1.657, -1.784, -4.116], [6.031, -1.137, -1.407], [2.108, -3.569, 1.978], [-5.759, -2.599, -2.584], [0.935, -3.151, -3.378], [-2.472, 3.832, 0.534], [1.236, 2.058, -4.276], [-1.053, -3.054, 4.974], [0.696, 0.717, -0.124], [-0.152, 2.814, 4.526], [-4.414, 0.450, 2.950], [-2.802, 1.226, -4.381], [5.661, 2.328, 1.354], [-0.952, 2.937, 3.781], [5.987, 2.428, 2.409], [5.569, -0.541, -0.567], [-6.367, -3.507, -2.542], [-5.231, 1.132, 2.880], [0.019, -3.165, 5.064], [0.598, 1.508, -3.551], [-2.190, 2.130, -4.183], [0.217, -3.626, -4.103], [0.588, -0.233, 0.367], [-2.206, 2.822, 0.613], [2.895, -3.775, 1.260]],
  "forces_ev_per_a": [[-0.80, -0.16, 0.14], [0.45, 0.05, 0.01], [-0.85, 0.92, -0.54], [-0.05, -0.29, 0.32], [0.44, 0.31, -0.15], [-0.12, -0.25, -0.23], [0.27, 0.47, 0.24], [0.95, -0.20, 0.46], [-0.07, -0.32, 0.00], [0.22, 0.19, 0.00], [0.31, 0.49, -0.18], [0.55, -0.24, -0.10], [-0.10, -0.51, -0.04], [0.16, -0.69, -0.05], [0.31, 0.10, -0.47], [-0.36, 0.26, -0.11], [-1.04, -0.29, -0.72], [0.07, 0.38, 0.44], [0.05, -0.04, 0.77], [0.16, 0.17, 0.02], [0.38, 0.97, -0.11], [-0.22, -0.21, 0.03], [0.35, -0.88, -0.87], [-0.21, 0.81, -0.01], [0.11, 0.34, -0.15], [-0.66, 0.71, -0.07], [0.81, 0.51, 0.29], [-0.44, -0.58, 0.52], [0.02, 0.23, -0.37], [0.20, -0.26, 0.00], [-0.68, 0.09, 0.03], [-0.06, 0.55, 0.55], [0.42, 0.06, 0.13], [0.42, -0.20, -0.08], [0.05, 0.78, -0.17], [0.77, 0.87, -1.10], [-0.94, -0.46, 1.78], [-0.09, -0.78, 0.64], [0.77, -2.13, -0.80], [-0.65, -0.75, -0.52], [-0.92, 1.96, -1.05], [0.40, -0.25, 0.23], [-0.86, -0.28, -0.09], [-0.92, 0.42, -0.70], [-0.56, 1.00, -0.02], [0.57, -1.24, 0.62], [0.69, 0.45, 0.25], [-1.29, -0.81, 1.24], [0.35, -0.01, 0.45], [-0.35, -0.13, -0.83], [0.94, -0.49, -1.12], [-0.13, 0.56, 0.50], [-0.25, 0.52, 0.17], [0.06, 0.17, -0.13], [0.55, -0.32, -1.10], [-0.37, -0.85, 0.17], [0.91, 0.28, 0.96], [0.28, 0.07, 0.91], [0.27, -1.33, 0.23], [-0.26, 0.25, -0.22]],
  "multiplicity": 1,
  "largest_force_ev_per_a": 2.40,
  "relative_energy_kj_mol": 20.0,
  "gap_ev": 11.2
}


No. 2
{
  "formula": "C4H6",
  "method": "ωB97M-V/def2-TZVPD",
  "elements": ["C", "C", "C", "C", "H", "H", "H", "H", "H", "H"],
  "positions_angstrom": [[-1.003, 1.008, -0.003], [-0.405, -0.290, 0.411], [1.883, -0.122, -0.516], [0.789, -0.842, 0.063], [-1.941, 0.774, -0.528], [-0.352, 1.573, -0.670], [0.819, -1.918, 0.250], [-1.292, 1.617, 0.862], [2.595, -0.891, -0.891], [-1.074, -0.936, 0.983]],
  "forces_ev_per_a": [[0.15, 0.04, -0.03], [-0.12, -0.04, -0.09], [-0.47, -0.32, -0.17], [-0.05, 0.08, -0.10], [0.18, 0.08, 0.05], [0.01, -0.05, 0.16], [0.31, 0.00, 0.24], [0.09, -0.13, -0.06], [-0.08, 0.27, 0.13], [-0.03, 0.07, -0.14]],
  "multiplicity": 1,
  "largest_force_ev_per_a": 0.59,
  "relative_energy_kj_mol": 305.7,
  "gap_ev": [7.4, 7.5]
}


No. 3
{
  "formula": "C7H10N2O",
  "method": "ωB97M-V/def2-TZVPD",
  "elements": ["O", "N", "N", "C", "C", "C", "C", "C", "C", "C", "H", "H", "H", "H", "H", "H", "H", "H", "H", "H"],
  "positions_angstrom": [[-0.596, -1.875, 1.343], [-0.708, 0.652, 1.239], [-0.470, -3.360, -0.533], [0.022, 2.956, 1.089], [0.027, 1.447, -0.873], [-0.350, 1.842, 1.806], [1.052, -1.534, -0.436], [0.246, 2.730, -0.291], [-0.048, -2.378, 0.320], [-0.559, 0.496, -0.036], [0.403, 3.946, 1.495], [-0.663, 1.886, 2.862], [0.726, -1.559, -1.570], [-0.774, -0.540, -0.431], [0.619, 3.560, -0.937], [0.307, 1.161, -1.878], [-0.646, -2.968, -1.891], [1.152, -0.547, -0.064], [2.023, -2.228, -0.543], [-1.762, -3.690, -0.670]],
  "forces_ev_per_a": [[1.92, -3.67, -2.58], [-0.23, 1.80, 1.66], [-6.86, -1.97, -6.35], [1.66, 0.57, -1.17], [-0.30, 1.77, 1.20], [-1.95, -0.74, 0.46], [1.67, -4.68, -2.42], [0.27, -0.52, -1.13], [-1.47, 5.10, 0.87], [0.02, -0.81, -1.57], [-1.04, -1.45, -0.17], [0.77, 0.14, -0.36], [0.61, 0.63, 2.30], [-0.51, 2.03, 0.34], [-0.25, -0.79, 0.65], [-0.16, 0.42, -0.14], [1.56, -1.11, 5.25], [0.95, 0.13, 0.45], [-1.70, 1.88, 0.71], [5.04, 1.29, 1.98]],
  "multiplicity": 1,
  "largest_force_ev_per_a": 9.55,
  "relative_energy_kj_mol": 602.7,
  "gap_ev": 8.7
}


No. 4
{
  "formula": "C6H14ClI2NO3SSi2",
  "method": "ωB97M-V/def2-TZVPD",
  "elements": ["I", "I", "Cl", "S", "Si", "Si", "O", "O", "O", "N", "C", "C", "C", "C", "C", "C", "H", "H", "H", "H", "H", "H", "H", "H", "H", "H", "H", "H", "H", "H"],
  "positions_angstrom": [[-5.684, -1.140, -1.236], [-5.550, 0.493, 2.381], [-2.475, -1.856, 1.139], [-1.397, 0.960, 2.392], [-1.967, 0.038, 0.566], [-4.828, 0.723, 0.070], [-3.221, 0.849, -0.131], [1.780, 1.550, -2.048], [-5.469, 2.097, -0.516], [1.858, -0.436, -0.892], [0.632, -0.750, -0.131], [3.108, -2.525, -0.402], [2.392, 1.760, 0.229], [-0.615, -0.071, -0.689], [1.996, 0.992, -1.003], [3.042, -1.018, -0.241], [3.072, -0.767, 0.830], [0.480, -1.827, -0.204], [-1.122, 2.174, 1.905], [2.014, 2.776, 0.147], [-1.001, -0.632, -1.543], [3.958, -2.907, 0.166], [3.229, -2.800, -1.449], [2.037, 1.285, 1.143], [3.925, -0.566, -0.696], [3.481, 1.806, 0.293], [2.221, -3.011, 0.002], [-6.237, 2.385, -0.008], [-0.430, 0.956, -1.011], [0.774, -0.536, 0.938]],
  "forces_ev_per_a": [[0.12, 0.02, 0.09], [0.12, -0.03, -0.03], [-0.16, -0.13, 0.09], [0.00, -0.17, 0.35], [0.37, 0.31, -0.29], [-0.30, 0.02, -0.35], [-0.06, -0.48, 0.39], [0.00, -0.11, 0.23], [-0.15, 0.11, 0.25], [0.01, 0.07, 0.26], [0.09, -0.31, -0.30], [0.10, -0.01, 0.10], [0.11, 0.08, 0.15], [-0.14, -0.04, 0.33], [-0.01, 0.10, -0.51], [-0.09, 0.03, 0.00], [-0.04, -0.01, 0.05], [0.02, 0.02, 0.06], [-0.03, 0.11, -0.25], [0.02, 0.00, 0.03], [0.05, 0.16, -0.14], [0.03, -0.02, -0.09], [-0.07, -0.02, 0.01], [-0.06, 0.04, 0.02], [0.01, -0.02, -0.03], [0.03, 0.01, -0.02], [-0.01, -0.03, -0.07], [0.01, 0.15, -0.21], [0.04, 0.01, -0.13], [-0.01, 0.15, 0.03]],
  "multiplicity": 1,
  "largest_force_ev_per_a": 0.62,
  "gap_ev": 9.5
}